(1)
25
Properties=species:S:1:pos:R:3:forces:R:3:nbo_charge:R:1 method="wB97M-V/def2-TZVPD" gap_ha="0.2097 / 0.2494" multiplicity=3 relative_energy_kcal_mol=0.0 homo_ev="-5.26 / -9.18" total_charge=0 s2=2.027
C 0.30517 1.34649 2.78027 3.424 0.342 7.389 -0.13
C 1.69964 1.35359 3.12629 -1.759 0.623 -0.475 -0.11
C -0.56777 1.19948 3.95745 1.874 -1.044 1.404 0.70
C 2.82133 1.63642 3.49125 -1.997 -0.720 -1.221 0.38
C -0.16149 1.25556 1.54852 -1.568 0.417 -8.635 -0.25
C 0.59005 1.20997 0.32767 -0.150 0.394 3.339 -0.19
C 0.17680 0.50327 -0.75307 0.195 -0.531 -0.346 0.08
C 1.07426 0.18162 -1.87800 -0.210 0.022 -0.509 -0.65
C -1.39606 -1.53886 -0.38817 0.377 1.547 -1.728 -0.59
C -1.14693 -0.09729 -0.89822 -1.620 -0.058 3.790 -0.45
O -0.08791 1.06772 5.08366 -0.458 0.465 -0.268 -0.63
O -1.86677 0.98874 3.74361 -2.117 -0.451 0.682 -0.70
O 4.01556 1.93202 3.79361 1.440 0.324 0.481 -0.61
H -1.22102 1.38961 1.41363 -0.364 -0.706 0.095 0.22
H 1.60855 1.59282 0.31873 0.153 -0.328 0.242 0.20
H 0.98576 0.99172 -2.61098 0.208 -0.200 -0.323 0.22
H 0.68216 -0.74416 -2.30920 0.365 0.111 -0.350 0.21
H 2.11775 0.04163 -1.62290 0.190 0.116 0.152 0.22
H -0.61572 -2.16649 -0.61373 2.198 -1.516 -0.676 0.20
H -2.22301 -1.98170 -0.85124 -1.515 -0.381 -0.880 0.21
H -1.54688 -1.64595 0.62415 -0.264 0.429 2.458 0.21
H -1.93340 0.45007 -0.34444 0.478 0.344 -0.261 0.21
H -1.35551 0.07550 -1.87637 -1.118 -0.326 -3.181 0.21
H -2.34462 0.67635 4.59373 1.641 0.922 -1.773 0.51
H 3.96510 2.24952 4.69736 0.597 0.206 0.594 0.51

=====

(2)
19
Properties=species:S:1:pos:R:3:forces:R:3:nbo_charge:R:1 method="wB97M-V/def2-TZVPD" gap_ha=0.3736 relative_energy_kcal_mol=0.0 homo_ev=-10.10 total_charge=0
C 2.25092 1.69031 -0.75075 -2.035 -1.273 0.411 -0.15
C 2.91570 0.51345 -0.56417 -4.132 0.479 1.919 -0.23
C 0.89813 1.84079 -0.40155 -0.679 -1.154 1.465 -0.21
C 2.23245 -0.51094 0.09420 0.335 -0.121 -0.865 0.06
C -2.78565 -2.57677 0.11379 0.738 4.381 -2.789 0.29
C 0.32718 0.79137 0.31019 2.236 -1.464 -0.051 0.07
C -1.89520 -0.68259 0.13161 1.144 2.839 2.455 0.41
C -1.03315 0.82158 0.90953 -3.410 -3.214 -0.977 0.74
N 0.97670 -0.41846 0.50040 -0.357 1.127 0.234 -0.40
N -2.96788 -2.03517 -1.07035 -0.509 -2.156 1.005 -0.28
N -2.40195 -0.80595 -1.04643 1.032 0.992 0.963 -0.32
O -2.13836 -1.75559 0.95450 0.498 0.797 -0.805 -0.41
F -1.12700 0.72408 2.26871 0.680 -0.353 -1.345 -0.31
F -1.82877 1.85754 0.58736 0.813 -0.077 -0.346 -0.31
H 2.74270 2.41012 -1.25167 1.434 2.729 -1.591 0.21
H 3.86774 0.38826 -0.82522 3.691 -0.416 -1.143 0.21
H 0.18856 2.64912 -0.51085 0.778 0.668 -0.489 0.24
H 2.84160 -1.42801 0.12280 -1.061 -0.105 0.665 0.20
H -3.06372 -3.47316 0.42791 -1.197 -3.679 1.285 0.19